The following is a DFT calculation (ωB97M-V with the def2-TZVPD basis set) of 2 unconnected molecules or ions with the total composition C8H19FNO2.

Summary:
Total charge: -1
Lowest unoccupied orbital energy in eV: 2.939
E_HOMO in eV: -3.66
Kohn-Sham gap in Ha: 0.2426

```
31
Properties=species:S:1:pos:R:3:forces:R:3
C 1.634189 -1.426808 1.609232 -0.01 -0.02 0.00
C 2.552297 -0.286671 1.139914 -0.26 -0.16 0.24
O 2.757947 -0.302565 -0.277324 0.07 0.11 -0.07
C 1.610729 -0.104733 -1.058479 -0.03 -0.01 -0.09
C 1.101684 1.339549 -1.038178 0.08 -0.03 0.05
O -0.265741 1.385245 -1.430866 -0.02 0.09 -0.22
C -1.111193 2.094820 -0.564196 0.02 -0.01 0.20
C -1.776701 1.212527 0.488577 -0.03 0.06 -0.01
C -2.708311 0.111174 -0.047778 -0.05 0.03 0.01
C -2.096858 -1.278439 -0.285055 0.03 -0.02 0.08
N -1.735892 -1.504851 -1.683080 0.00 0.15 0.01
H 2.039860 -1.846864 2.533301 -0.07 0.06 -0.04
H 0.597630 -1.120118 1.801203 0.07 -0.03 -0.04
H 1.610347 -2.232661 0.866311 0.07 0.07 0.07
H 2.125808 0.681152 1.441069 0.01 -0.04 0.01
H 3.537704 -0.375736 1.645111 0.19 0.10 -0.30
H 0.778077 -0.763411 -0.774382 0.06 0.08 0.06
H 1.893192 -0.371538 -2.082194 -0.09 -0.03 0.06
H 1.682412 1.962331 -1.730208 0.01 -0.04 0.10
H 1.219281 1.758284 -0.034155 0.03 -0.08 -0.03
H -0.545691 2.888834 -0.053954 -0.10 -0.01 -0.05
H -1.880466 2.586246 -1.173381 0.02 -0.10 -0.01
H -2.364492 1.888678 1.124129 0.07 -0.08 -0.02
H -1.009150 0.768536 1.134555 -0.04 0.04 -0.07
H -3.181296 0.453214 -0.978949 0.02 -0.01 0.08
H -3.522137 -0.010800 0.675440 0.06 0.01 -0.07
H -1.187421 -1.377932 0.316886 -0.09 -0.03 -0.02
H -2.807791 -2.034861 0.083453 0.06 0.07 -0.01
H -1.504941 -2.474421 -1.848283 0.04 -0.06 0.00
H -2.505398 -1.261268 -2.292001 -0.05 -0.03 -0.04
F 5.062325 -0.356913 2.493289 -0.06 -0.05 0.10
```
Forces are in eV/Å.


The following is a DFT calculation (ωB97M-V with the def2-TZVPD basis set) of 2 unconnected molecules or ions with the total composition C8H19IN2O at a distorted geometry.

Summary:
Total charge: +2
Lowest unoccupied orbital energy (spin up / spin down) in eV: -6.556 / -6.552
E_HOMO (spin up / spin down) in eV: -14.50 / -14.51
Kohn-Sham gap (spin up / spin down) in Ha: 0.2921 / 0.2923

```
31
Properties=species:S:1:pos:R:3:forces:R:3
C 3.380735 2.319626 -3.288111 -3.54 0.83 1.21
C 3.545277 0.999281 -0.391736 1.63 -1.78 0.55
C -2.995481 -2.332315 0.375957 -0.52 1.23 0.17
C -3.148545 -0.884944 2.475621 0.07 0.51 0.45
C -0.587043 -0.535733 -0.227441 0.49 -0.87 -2.44
C 0.658330 0.292634 0.039528 1.69 0.98 1.36
C -1.234839 -0.688147 1.064233 -0.22 0.14 2.60
C 2.485212 1.738951 -1.017089 -0.59 1.82 -2.31
N 1.302803 0.784910 -1.193163 1.36 0.46 -1.30
N -2.693077 -0.979391 1.048037 0.50 -0.31 -1.95
O 2.637481 2.780365 -4.034297 0.98 -0.73 0.57
I 1.826956 3.536133 -0.050719 0.22 -0.36 -0.32
H 4.391248 2.186470 -3.047693 1.76 -0.35 0.09
H 4.527657 1.486199 -0.304294 -0.44 0.06 -0.35
H 3.650626 0.064911 -1.005966 0.45 0.51 0.54
H 3.316628 0.669893 0.620271 0.07 -0.02 0.33
H -2.556169 -2.477607 -0.623684 -0.22 0.60 0.47
H -2.574399 -2.986200 1.054530 0.87 -1.91 1.13
H -4.068951 -2.474017 0.390876 -0.14 0.08 -0.26
H -4.205540 -1.041426 2.578610 -0.52 -0.13 -0.27
H -2.628149 -1.733836 2.948860 -0.17 0.64 0.20
H -2.912957 0.127443 2.949926 -0.03 -1.51 -0.88
H -0.393364 -1.537307 -0.799480 0.13 1.54 1.45
H -1.302872 -0.090073 -0.917045 0.24 0.89 -0.25
H 1.510328 -0.214123 0.603503 -1.49 -0.05 -0.76
H 0.539507 1.246187 0.703666 -0.50 -1.61 -1.38
H -0.692053 -1.461840 1.573939 -0.27 -0.75 0.69
H -1.153087 0.187802 1.765201 0.15 -0.46 -1.13
H 1.744676 0.072304 -1.805224 -0.60 -0.19 0.73
H 0.685829 1.271612 -1.823113 -0.84 0.32 -0.06
H -3.056768 -0.327765 0.336296 -0.53 0.42 1.13
```
Forces are in eV/Å.


The following is a DFT calculation (ωB97M-V with the def2-TZVPD basis set) of a gas-phase ion, C8H19N2O (charge +1) at a distorted geometry.

Summary:
Total charge: +1
Lowest unoccupied orbital energy in eV: -3.248
E_HOMO in eV: -11.71
Structure (SMILES): C=C([C@@H]([NH3+])[C@H](C)O)N(C)CC
Kohn-Sham gap in Ha: 0.3111

```
30
Properties=species:S:1:pos:R:3:forces:R:3
C 0.700407 0.573548 -1.657014 -0.92 -0.32 0.83
C 0.357317 0.101067 -0.436225 -2.33 2.15 0.06
C -1.240481 0.142486 -0.081681 -0.03 -0.84 2.89
N -1.929863 1.296738 -0.841628 -1.09 1.48 1.92
C -2.039991 -1.173421 -0.396878 1.06 -1.20 -0.17
C -0.997313 -2.348662 -0.307611 -2.60 -0.45 -2.12
O -2.435016 -1.016322 -1.757669 -0.68 0.01 -0.04
N 1.234353 -0.212226 0.563314 -0.76 -2.02 0.67
C 2.622252 -0.434731 0.144257 -1.51 -0.14 -0.73
C 1.184579 0.407542 1.920226 0.28 -1.12 -0.90
C 1.355406 1.880788 1.796053 2.43 0.85 0.92
H 1.702842 0.571598 -1.961842 1.15 0.25 -0.43
H -0.001752 0.980273 -2.365840 -0.18 -0.54 -0.27
H -1.399631 0.212937 1.109836 0.57 0.59 -2.79
H -2.769425 1.873609 -0.349052 2.76 -1.80 -0.94
H -2.372853 0.905504 -1.683197 0.38 -0.25 -0.16
H -1.127622 1.919537 -1.064456 -0.83 0.02 -0.14
H -2.908958 -1.356883 0.319929 0.93 0.59 -1.01
H -0.357576 -2.162002 -1.190549 -0.05 -0.51 0.61
H -1.495569 -3.387084 -0.371561 0.74 1.72 0.10
H -0.478219 -2.235138 0.582603 1.22 -0.19 1.64
H -2.882619 -1.795450 -2.127639 0.25 0.25 0.39
H 2.881879 0.580718 -0.163787 1.82 0.09 0.88
H 3.088026 -1.076881 0.950162 0.19 1.33 -1.30
H 2.599321 -0.882108 -0.866417 0.15 -0.73 0.80
H 1.959758 -0.094117 2.492599 0.53 0.26 -0.25
H 0.365301 0.106269 2.503790 -1.80 -0.35 0.32
H 2.211309 2.167578 2.562137 -1.93 0.11 -1.72
H 1.725481 1.973834 0.751976 -0.01 0.89 0.80
H 0.448655 2.480997 1.926164 0.28 -0.13 0.13
```
Forces are in eV/Å.


The following is a DFT calculation (ωB97M-V with the def2-TZVPD basis set) of a gas-phase ion, C8H19N2O (charge +1) at a distorted geometry.

Summary:
Total charge: +1
Lowest unoccupied orbital energy in eV: -2.586
E_HOMO in eV: -12.52
Structure (SMILES): C=C(OC)[C@@H](N(C)C)[NH+](C)C
Kohn-Sham gap in Ha: 0.3651

```
30
Properties=species:S:1:pos:R:3:forces:R:3
C -0.871618 -0.644121 -2.371348 -0.66 -0.02 -1.65
C -0.032213 -0.611469 -1.379993 -0.58 2.52 4.55
O 0.692216 -1.529833 -0.728255 0.09 -1.73 -1.10
C 1.062997 -2.749324 -1.439507 -0.03 -0.89 1.39
C -0.189538 0.657397 -0.171291 2.48 0.06 -3.84
N -1.361391 0.610175 0.465505 -1.07 0.73 2.20
C -2.173705 1.753563 0.813715 -0.16 1.16 0.31
C -1.879827 -0.631553 1.038632 -1.62 1.79 0.03
N 1.181117 0.424070 0.652677 -0.72 -2.49 -0.30
C 1.317994 1.068194 1.940711 -2.60 -0.43 3.03
C 2.319680 0.681010 -0.228714 -0.45 2.58 -1.58
H -0.944272 -1.547393 -3.022579 -0.19 1.16 0.40
H -1.462574 0.295443 -2.514472 0.49 -1.24 -0.26
H 1.961536 -2.466947 -1.995034 -0.33 -0.47 -0.43
H 0.203048 -3.181250 -2.066698 1.43 0.68 1.03
H 1.391229 -3.452032 -0.574690 -0.77 0.94 -1.78
H 0.124014 1.649901 -0.658306 -1.31 -1.23 0.62
H -2.713485 1.541415 1.732083 0.03 -0.04 0.06
H -1.619604 2.671805 1.018471 0.32 -0.13 -0.18
H -2.928949 2.010831 0.075775 -0.05 -0.17 -0.36
H -2.407042 -1.045245 0.241234 -0.94 -1.70 -1.01
H -1.118212 -1.195977 1.396366 2.40 -2.19 0.64
H -2.574720 -0.571930 1.918855 0.61 0.83 -0.95
H 1.074134 -0.624646 0.816435 0.71 1.51 -0.31
H 2.327595 0.960439 2.399022 -0.74 -0.05 -0.61
H 0.983600 2.153410 1.988420 0.49 -1.37 -0.48
H 0.529874 0.424036 2.586302 1.91 1.91 -0.86
H 2.372179 1.883837 -0.156436 0.47 -2.78 -0.72
H 3.191546 0.209559 0.183952 0.50 0.04 0.13
H 2.145215 0.289025 -1.308170 0.24 1.01 2.01
```
Forces are in eV/Å.


Asked for E_tot across the records above, the calculation gives -16906.0001 -21712.2846 -13622.7006 -13621.7420 eV in order.
Asked for ΔE to the lowest compared entry with this formula, charge and spin across the records above, the calculation gives 0.0456 1.6745 2.6952 3.6538 eV in order.